1.
DFT (the ωB97M-V functional and the def2-TZVPD basis) results for C31H48Cl3N4O4SiSn as an isolated structure.

```
! RIJCOSX wB97M-V def2-TZVPD def2/J DEFGRID3
* xyz -1 1
C 2.404 -2.557 -3.317
C 2.124 -1.671 -4.485
H 1.567 -3.255 -3.151
H 2.525 -2.013 -2.364
H 3.324 -3.140 -3.490
C 2.156 -2.100 -5.757
C 2.298 -3.520 -6.144
H 2.161 -1.392 -6.580
H 1.670 -4.207 -5.555
H 3.336 -3.866 -6.042
H 2.012 -3.638 -7.195
Sn 1.978 0.177 -1.102
Cl 2.703 0.784 1.176
Cl 3.269 1.995 -2.158
C 0.586 2.759 -0.501
O 0.347 1.534 -0.794
N -0.380 3.592 -0.188
C -1.766 3.176 0.054
C -0.042 4.994 0.064
H 1.599 3.163 -0.478
H -1.832 2.473 0.896
H -2.202 2.737 -0.851
H -2.291 4.095 0.316
H 0.819 5.048 0.749
H -0.918 5.464 0.514
H 0.222 5.496 -0.884
H -0.083 -3.997 3.073
H -1.080 -3.519 -0.764
C -0.985 -3.590 2.595
C -1.605 -3.430 0.190
N -0.683 -3.079 1.260
H -1.380 -2.792 3.245
C 0.252 -2.137 1.072
O 0.493 -1.623 -0.050
H -2.390 -2.669 0.096
H 0.800 -1.837 1.983
H -1.735 -4.381 2.479
H -2.067 -4.376 0.479
O 0.932 -0.118 -3.031
C 1.797 -0.216 -4.175
C 0.475 0.295 -6.356
C 1.330 0.688 -5.326
H 0.094 -0.726 -6.379
C 0.067 1.216 -7.332
H 2.762 0.243 -3.900
C 1.783 2.016 -5.290
H -0.620 0.890 -8.118
C 0.515 2.535 -7.285
C 1.374 2.940 -6.252
H 2.436 2.313 -4.459
H 0.190 3.253 -8.042
H 1.731 3.972 -6.190
Si -1.221 -0.202 -3.613
Cl -1.026 -2.099 -4.471
C -2.581 0.122 -4.975
C -1.121 1.749 -3.531
C -2.022 -0.609 -1.967
H -2.911 1.155 -5.116
H -3.430 -0.468 -4.614
H -2.340 -0.251 -5.970
H -1.906 -1.670 -1.723
H -3.103 -0.408 -2.098
H -1.649 -0.024 -1.107
H -0.644 2.210 -4.404
H -0.605 2.080 -2.626
H -2.151 2.139 -3.473
C -0.908 0.580 8.303
N -1.269 0.551 6.902
N -0.481 -0.031 5.973
C -0.997 0.210 4.683
O -0.466 -0.211 3.646
C -2.190 0.983 4.939
C -2.300 1.176 6.291
C -3.329 1.892 7.087
C 0.706 -0.735 6.276
C 0.680 -1.730 7.260
C 1.873 -2.337 7.663
C 3.074 -1.990 7.024
C 3.084 -1.047 5.987
C 1.899 -0.413 5.603
H -0.956 -0.414 8.757
H -1.641 1.211 8.807
H 0.091 1.004 8.470
H -2.843 1.369 4.179
H -3.858 1.237 7.797
H -2.912 2.733 7.663
H -4.072 2.305 6.393
H -0.274 -2.019 7.707
H 1.845 -3.100 8.442
H 4.011 -2.456 7.339
H 4.011 -0.784 5.474
H 1.858 0.294 4.768
*
```

Summary:
E_HOMO (eV): -2.91
HOMO-LUMO gap (eV): 4.58

The molecule's Mulliken atomic charges, reported in e, are given here:
1. C -1.177
2. C 0.403
3. H 0.144
4. H -0.248
5. H 0.472
6. C 0.157
7. C -1.663
8. H 0.627
9. H 0.284
10. H 0.322
11. H 0.389
12. Sn 0.008
13. Cl -0.580
14. Cl -0.604
15. C -0.303
16. O 0.120
17. N 0.326
18. C -0.697
19. C -0.903
20. H 0.445
21. H 0.260
22. H 0.184
23. H 0.321
24. H 0.355
25. H 0.272
26. H 0.309
27. H 0.292
28. H 0.249
29. C -0.733
30. C -0.924
31. N 0.203
32. H 0.204
33. C -0.248
34. O -0.625
35. H 0.336
36. H 0.443
37. H 0.307
38. H 0.392
39. O 0.086
40. C -0.692
41. C 0.518
42. C 0.236
43. H 0.736
44. C -1.205
45. H 0.656
46. C -0.441
47. H 0.335
48. C -0.505
49. C -0.707
50. H 0.120
51. H 0.342
52. H 0.381
53. Si 1.918
54. Cl -0.481
55. C -1.570
56. C -0.677
57. C -0.740
58. H 0.363
59. H 0.390
60. H 0.349
61. H -0.196
62. H 0.388
63. H 0.066
64. H 0.255
65. H -0.732
66. H 0.590
67. C -0.944
68. N 0.000
69. N 0.430
70. C 0.411
71. O -0.503
72. C -1.248
73. C 1.088
74. C -1.632
75. C 0.186
76. C -0.162
77. C -0.714
78. C -0.386
79. C -0.675
80. C -0.344
81. H 0.284
82. H 0.419
83. H 0.320
84. H 0.402
85. H 0.341
86. H 0.351
87. H 0.339
88. H 0.618
89. H 0.354
90. H 0.372
91. H 0.411
92. H 0.382


2.
DFT (the ωB97M-V functional and the def2-TZVPD basis) results for C31H48O3P2Rh as an isolated structure.

```
! RIJCOSX wB97M-V def2-TZVPD def2/J DEFGRID3
* xyz 1 5
Rh 0.849 -0.748 1.018
C 2.447 -1.090 2.627
C 1.130 -0.965 3.203
C 1.127 -2.824 1.825
C 2.442 -2.193 1.737
C 0.329 -2.080 2.731
C 3.634 -0.252 2.985
H 3.343 0.757 3.288
H 4.338 -0.173 2.152
H 4.167 -0.710 3.828
C 3.588 -2.719 0.934
H 4.390 -1.981 0.856
H 3.253 -2.971 -0.077
H 4.003 -3.624 1.398
C 0.755 -4.119 1.179
H 1.154 -4.950 1.776
H 1.161 -4.182 0.168
H -0.330 -4.236 1.115
C -1.031 -2.460 3.227
H -0.947 -3.119 4.101
H -1.600 -2.992 2.461
H -1.611 -1.586 3.535
C 0.754 -0.057 4.335
H 0.899 -0.571 5.294
H -0.295 0.246 4.280
H 1.367 0.846 4.348
C 1.404 0.859 -0.413
C 1.700 1.284 0.890
C 0.880 2.298 1.661
C -0.623 1.984 1.589
C -0.879 0.482 1.490
C -1.117 -0.191 0.268
C -1.050 0.500 -1.075
C 0.231 1.356 -1.244
H 1.090 3.313 1.289
H -1.081 2.488 0.732
H 1.204 2.283 2.706
H 0.028 2.403 -0.992
H 2.220 0.425 -0.981
H 2.743 1.222 1.190
H 0.527 1.342 -2.297
H -1.062 -0.271 -1.848
H -1.739 -1.084 0.294
H -1.943 1.127 -1.223
H -1.126 2.376 2.479
H -1.339 0.050 2.374
P -4.217 1.975 -3.664
P -6.825 0.193 -3.775
C -5.687 2.658 -4.588
C -6.665 1.562 -5.031
H -5.299 3.184 -5.468
H -6.195 3.404 -3.961
H -7.665 1.994 -5.168
H -6.361 1.135 -5.997
C -7.865 -0.995 -4.753
H -8.218 -1.793 -4.093
H -7.261 -1.457 -5.540
H -8.732 -0.502 -5.211
C -8.160 0.937 -2.723
H -9.015 1.279 -3.320
H -7.754 1.788 -2.166
H -8.509 0.196 -1.997
C -2.897 2.390 -4.900
H -1.912 2.198 -4.462
H -2.944 3.438 -5.220
H -3.005 1.746 -5.779
C -3.936 3.370 -2.471
H -4.721 3.372 -1.709
H -3.923 4.346 -2.974
H -2.979 3.221 -1.961
O 5.181 -2.354 2.798
C 6.194 -1.643 2.247
C 7.343 -1.899 2.996
C 8.516 -1.312 2.699
C 8.569 -0.447 1.615
C 7.426 -0.146 0.796
C 6.121 -0.693 1.021
C 4.738 -0.201 0.014
O 5.005 0.492 -1.059
O 3.279 -0.406 0.391
H 5.195 -2.949 3.569
H 7.308 -2.578 3.857
H 9.368 -1.547 3.337
H 9.533 -0.003 1.436
H 7.584 0.550 -0.001
*
```

Summary:
Energy above the lowest of the compared OMol25 structures with the same formula, charge and spin (eV): 5.514
E_HOMO (alpha / beta) (eV): -7.15 / -9.40
HOMO-LUMO gap (alpha / beta) (eV): 4.65 / 2.33

The molecule's Mulliken atomic charges, reported in e, are given here:
1. Rh -0.159
2. C 1.437
3. C 1.292
4. C 0.536
5. C 0.057
6. C 0.501
7. C -1.471
8. H 0.537
9. H 0.220
10. H 0.366
11. C -0.871
12. H -0.197
13. H 0.402
14. H 0.304
15. C -1.875
16. H 0.318
17. H 0.339
18. H 0.416
19. C -1.884
20. H 0.345
21. H 0.399
22. H 0.371
23. C -1.518
24. H 0.370
25. H 0.282
26. H 0.380
27. C -0.239
28. C -0.122
29. C -1.293
30. C -1.270
31. C 0.028
32. C -0.415
33. C -0.770
34. C -1.372
35. H 0.562
36. H 0.049
37. H 0.287
38. H 0.254
39. H 0.526
40. H 0.862
41. H 0.556
42. H 0.509
43. H 0.607
44. H 0.042
45. H 0.477
46. H 0.992
47. P 0.612
48. P 0.374
49. C -0.805
50. C -0.881
51. H 0.439
52. H 0.454
53. H 0.469
54. H 0.448
55. C -1.060
56. H 0.385
57. H 0.367
58. H 0.351
59. C -1.095
60. H 0.381
61. H 0.303
62. H 0.396
63. C -1.172
64. H 0.301
65. H 0.409
66. H 0.377
67. C -1.073
68. H 0.354
69. H 0.436
70. H 0.274
71. O -0.340
72. C 1.321
73. C -0.731
74. C -0.479
75. C -0.572
76. C -1.319
77. C 0.268
78. C 0.011
79. O -0.679
80. O -0.430
81. H 0.307
82. H 0.222
83. H 0.378
84. H 0.373
85. H 0.462


3.
DFT (the ωB97M-V functional and the def2-TZVPD basis) results for C31H49AsFMnN3O4PSi3 as an isolated structure.

```
! RIJCOSX wB97M-V def2-TZVPD def2/J DEFGRID3
* xyz 3 2
Mn -0.292 0.015 -0.224
C 4.608 -0.958 -1.997
C 3.561 0.129 -2.290
C 2.361 -0.074 -1.564
N 1.424 -0.323 -0.928
H 5.502 -0.734 -2.571
H 4.241 -1.937 -2.289
H 4.870 -0.981 -0.943
H 3.324 0.131 -3.360
H 3.956 1.123 -2.047
F -4.070 5.771 1.743
C -3.143 4.877 1.457
C -2.993 4.411 0.202
N -2.024 3.476 -0.088
C -1.905 2.850 -1.387
C -1.539 1.401 -1.141
O -0.712 0.821 -1.863
O -2.108 0.750 -0.222
C -1.130 3.051 0.853
O -0.248 2.226 0.564
N -1.284 3.540 2.099
C -2.323 4.382 2.568
O -2.458 4.574 3.736
H -3.617 4.746 -0.616
H -1.134 3.323 -2.006
H -2.855 2.880 -1.924
H -0.647 3.226 2.826
C -4.215 -0.790 -2.210
Si -2.672 -1.804 -2.698
C -3.111 -3.648 -2.914
C -1.595 -1.116 -4.111
As -1.226 -2.013 -0.491
Si 0.157 -4.135 -1.222
C -0.865 -5.744 -1.318
C 0.909 -3.530 -2.873
C 1.419 -4.058 0.201
Si -3.429 -2.466 1.272
C -2.364 -2.762 2.820
C -4.492 -0.892 1.361
C -4.307 -3.970 0.501
H -4.655 -0.339 -3.098
H -3.994 0.012 -1.511
H -4.988 -1.414 -1.767
H -4.117 -3.745 -3.307
H -3.054 -4.184 -1.971
H -2.455 -4.128 -3.632
H -2.227 -0.813 -4.943
H -0.905 -1.861 -4.496
H -1.018 -0.244 -3.815
H -1.270 -5.927 -2.310
H -1.683 -5.776 -0.605
H -0.211 -6.582 -1.088
H 0.326 -3.849 -3.731
H 1.907 -3.941 -3.000
H 0.987 -2.445 -2.891
H 0.999 -4.420 1.136
H 1.752 -3.030 0.353
H 2.289 -4.670 -0.025
H -1.765 -1.882 3.052
H -1.709 -3.625 2.713
H -3.011 -2.943 3.677
H -3.958 -0.020 0.998
H -4.773 -0.695 2.394
H -5.412 -0.987 0.790
H -3.630 -4.789 0.274
H -4.864 -3.720 -0.398
H -5.025 -4.349 1.227
C 2.275 1.106 1.762
P 0.942 -0.147 1.884
C 1.871 -1.590 2.511
C 3.202 -1.806 2.153
C 3.901 -2.866 2.702
C 3.282 -3.738 3.583
C 1.959 -3.530 3.943
C 1.259 -2.462 3.411
C 0.045 0.443 3.350
C -1.320 0.709 3.311
C -1.950 1.251 4.421
C -1.217 1.539 5.563
C 0.138 1.245 5.610
C 0.772 0.692 4.514
H 2.890 1.046 2.659
H 1.844 2.101 1.695
H 2.906 0.934 0.894
H 3.700 -1.144 1.462
H 4.940 -3.017 2.457
H 3.839 -4.561 4.001
H 1.471 -4.195 4.640
H 0.244 -2.283 3.729
H -1.879 0.500 2.401
H -3.009 1.461 4.406
H -1.697 1.982 6.422
H 0.704 1.444 6.506
H 1.822 0.447 4.572
*
```

Summary:
E_HOMO (alpha / beta) (eV): -16.35 / -16.36
HOMO-LUMO gap (alpha / beta) (eV): 5.25 / 4.94

The molecule's Mulliken atomic charges, reported in e, are given here:
1. Mn -0.440
2. C -1.057
3. C -0.755
4. C 0.192
5. N 0.234
6. H 0.415
7. H 0.298
8. H 0.284
9. H 0.383
10. H 0.361
11. F -0.248
12. C 0.217
13. C -0.199
14. N 0.174
15. C -1.270
16. C 1.255
17. O -0.563
18. O -0.736
19. C 0.319
20. O -0.552
21. N 0.100
22. C 0.322
23. O -0.512
24. H 0.463
25. H 0.349
26. H 0.496
27. H 0.183
28. C -0.839
29. Si 0.447
30. C -0.960
31. C -0.997
32. As 0.360
33. Si 0.283
34. C -1.045
35. C -0.893
36. C -0.476
37. Si 0.380
38. C -0.526
39. C -0.568
40. C -0.974
41. H 0.518
42. H 0.047
43. H 0.353
44. H 0.482
45. H 0.040
46. H 0.378
47. H 0.533
48. H 0.331
49. H 0.201
50. H 0.368
51. H 0.287
52. H 0.452
53. H 0.349
54. H 0.519
55. H 0.091
56. H 0.265
57. H -0.285
58. H 0.611
59. H -0.293
60. H 0.390
61. H 0.603
62. H -0.204
63. H 0.514
64. H 0.461
65. H 0.246
66. H 0.291
67. H 0.448
68. C -1.726
69. P 2.893
70. C 0.570
71. C -0.341
72. C -0.722
73. C -0.701
74. C -0.924
75. C -0.591
76. C 0.707
77. C -0.209
78. C -0.520
79. C -0.956
80. C -0.831
81. C -1.169
82. H 0.578
83. H 0.315
84. H 0.492
85. H 0.359
86. H 0.497
87. H 0.464
88. H 0.487
89. H 0.489
90. H 0.009
91. H 0.547
92. H 0.475
93. H 0.504
94. H 0.399


no.,F_max (eV/Å)
1,3.22
2,8.26
3,3.89